No. 1
# C11H14N3

A gas-phase ion, C11H14N3 (charge +1) (ωB97M-V with the def2-TZVPD basis set, the Open Molecules 2025 dataset).

```
28
C11H14N3 ωB97M-V with the def2-TZVPD basis set
C -4.49 0.26 -0.22
C -3.98 -1.00 -0.13
C -2.67 -1.23 0.21
C -1.82 -0.08 0.41
N -0.52 -0.13 0.69
N 0.20 0.90 0.73
C 1.56 0.56 1.12
C 2.61 1.38 0.28
C 2.96 0.62 -0.95
C 2.56 -0.86 -0.57
N 1.78 -0.81 0.68
C 0.44 -1.44 0.72
C -2.44 1.22 0.36
C -3.77 1.36 0.05
H -5.39 0.26 -0.73
H -4.70 -1.81 -0.12
H -2.40 -2.18 0.43
H 1.53 0.63 2.29
H 3.42 1.42 1.02
H 2.23 2.39 0.22
H 2.35 0.79 -1.86
H 3.99 0.70 -1.27
H 1.88 -1.51 -1.30
H 3.46 -1.57 -0.34
H 0.26 -2.21 -0.15
H 0.46 -1.74 1.72
H -1.91 2.06 0.29
H -4.17 2.33 -0.05
```

As for the frontier orbital gap (alpha / beta): 7.77 / 7.77 eV. The calculation puts the molar mass at 188.25 g/mol. As for the charge: +1. As for the spin multiplicity: 1. The total energy is -16094.3013 eV.

Mulliken atomic charges, in units of e:
1. C -0.370
2. C -0.637
3. C -0.404
4. C 0.682
5. N 0.645
6. N -0.568
7. C 0.024
8. C -0.806
9. C -0.573
10. C -0.415
11. N -0.077
12. C -0.671
13. C -0.363
14. C -0.606
15. H 0.446
16. H 0.361
17. H 0.494
18. H 0.313
19. H 0.344
20. H 0.409
21. H 0.280
22. H 0.325
23. H 0.250
24. H 0.272
25. H 0.365
26. H 0.388
27. H 0.484
28. H 0.408

***

No. 2
# C11H14N3

A gas-phase ion, C11H14N3 (charge +1) (ωB97M-V with the def2-TZVPD basis set, the Open Molecules 2025 dataset).

```
28
C11H14N3 ωB97M-V with the def2-TZVPD basis set
C 1.22 3.15 -1.32
C 0.50 2.09 -1.55
C 0.06 0.90 -2.46
C 1.19 -0.02 -2.79
C 1.73 -0.79 -1.82
C 0.85 -1.24 -0.64
N 1.30 -0.32 0.50
N 0.98 -0.77 1.75
C -0.29 -0.90 2.04
C -0.79 -1.42 3.23
N -0.97 -0.53 0.95
C -2.43 -0.44 0.62
C 0.00 -0.13 -0.09
C -0.41 1.00 -0.98
H 1.40 3.50 -0.31
H 1.65 3.62 -2.24
H -0.55 1.15 -3.34
H 1.93 0.24 -3.50
H 2.62 -1.38 -2.02
H 0.70 -2.22 -0.41
H 1.67 -0.70 2.55
H 0.02 -1.47 4.04
H -1.59 -0.90 3.61
H -1.26 -2.37 3.23
H -2.86 -0.19 1.60
H -2.60 0.26 -0.20
H -2.79 -1.45 0.34
H -1.33 1.34 -0.76
```

As for the frontier orbital gap: 9.47 eV. The calculation puts the molar mass at 188.25 g/mol. As for the charge: +1. As for the spin multiplicity: 1. The total energy is -16092.5596 eV.

Mulliken atomic charges, in units of e:
1. C -0.697
2. C -0.050
3. C -0.258
4. C -0.677
5. C -0.711
6. C -0.023
7. N -0.648
8. N -0.032
9. C 0.857
10. C -1.421
11. N -0.003
12. C -0.717
13. C 1.042
14. C -1.355
15. H 0.270
16. H 0.228
17. H 0.476
18. H 0.420
19. H 0.390
20. H 0.628
21. H 0.286
22. H 0.314
23. H 0.421
24. H 0.345
25. H 0.322
26. H 0.355
27. H 0.294
28. H 0.944

***

No. 3
# C11H14N4O5S2SbSe4Sn

A molecular structure, C11H14N4O5S2SbSe4Sn (ωB97M-V with the def2-TZVPD basis set, the Open Molecules 2025 dataset).

```
42
C11H14N4O5S2SbSe4Sn ωB97M-V with the def2-TZVPD basis set
Sn 0.46 -0.01 0.91
Se 1.26 4.97 -1.13
Sb -0.26 3.80 0.32
Se 1.37 1.07 3.01
Se -0.52 1.43 -0.82
Se 1.75 3.15 1.96
O 1.37 -3.07 1.95
S 0.22 -2.87 1.09
O -0.42 -4.06 0.58
O 0.59 -1.92 -0.04
S -1.12 -1.61 2.04
N -3.69 -0.78 -1.21
C -3.94 -1.64 -0.47
N -4.26 -2.60 0.39
C -3.48 -3.84 0.42
C -4.19 -4.92 -0.39
O -5.53 -5.10 0.06
C -6.28 -3.90 -0.08
C -5.67 -2.78 0.74
H -3.38 -4.16 1.46
H -2.48 -3.66 0.03
H -3.68 -5.87 -0.27
H -4.19 -4.64 -1.45
H -7.29 -4.12 0.25
H -6.31 -3.60 -1.14
H -5.72 -3.04 1.80
H -6.20 -1.84 0.58
N 4.44 3.67 -1.08
C 5.19 2.55 -1.10
O 6.35 2.52 -1.46
C 4.53 1.29 -0.60
C 5.36 0.21 -0.30
C 4.81 -0.97 0.14
C 3.43 -1.06 0.28
N 2.63 -0.03 -0.01
C 3.17 1.12 -0.44
H 4.85 4.50 -1.48
H 3.45 3.72 -0.86
H 6.42 0.34 -0.43
H 5.42 -1.83 0.39
H 2.95 -1.95 0.65
H 2.45 1.90 -0.70
```

As for the frontier orbital gap: 6.97 eV. The calculation puts the molar mass at 902.70 g/mol. As for the charge: -1. As for the spin multiplicity: 1. The total energy is -323263.1127 eV.

Mulliken atomic charges, in units of e:
1. Sn 1.329
2. Se -0.621
3. Sb 0.150
4. Se -0.296
5. Se -0.360
6. Se -0.253
7. O -0.659
8. S 1.170
9. O -0.636
10. O -0.679
11. S -0.418
12. N -0.572
13. C 0.572
14. N 0.080
15. C -0.296
16. C -0.666
17. O -0.385
18. C -0.462
19. C -0.711
20. H 0.126
21. H 0.276
22. H 0.358
23. H 0.339
24. H 0.339
25. H 0.303
26. H 0.261
27. H 0.474
28. N -0.195
29. C 0.246
30. O -0.696
31. C 0.315
32. C -0.253
33. C -0.803
34. C 0.027
35. N -0.115
36. C -0.169
37. H 0.189
38. H 0.086
39. H 0.481
40. H 0.418
41. H 0.299
42. H 0.408

***

No. 4
# C11H14NO2

2 unconnected molecules or ions with the total composition C11H14NO2 (ωB97M-V with the def2-TZVPD basis set, the Open Molecules 2025 dataset).

```
28
C11H14NO2 ωB97M-V with the def2-TZVPD basis set
C 2.30 2.02 -1.42
C 2.29 2.18 -0.07
C 0.96 1.94 -2.04
C 1.05 2.31 0.73
C -0.21 1.69 -1.37
C -0.21 1.76 0.06
C -1.91 0.89 1.75
C -1.13 1.20 0.76
C -2.08 -0.34 2.55
C -0.46 -2.58 -0.39
C 0.45 -2.77 -1.52
N -0.45 -3.31 0.69
O -2.02 -1.47 2.05
O -1.39 -1.64 -0.55
H 3.11 2.09 -2.03
H 3.23 2.53 0.32
H 1.01 2.17 -3.10
H 0.86 3.46 0.76
H -1.15 1.77 -1.88
H -2.63 1.59 2.20
H -2.32 -0.25 3.52
H -0.06 -2.92 -2.48
H 1.17 -3.65 -1.26
H 1.04 -1.84 -1.65
H -0.96 -3.20 1.52
H 0.33 -4.02 0.74
H -1.93 -1.60 0.29
H 1.12 1.97 1.83
```

As for the frontier orbital gap: 7.59 eV. The calculation puts the molar mass at 192.24 g/mol. As for the charge: +1. As for the spin multiplicity: 1. The total energy is -17209.6365 eV.

Mulliken atomic charges, in units of e:
1. C -0.558
2. C -0.517
3. C -0.323
4. C -0.508
5. C -0.714
6. C 0.578
7. C -0.877
8. C 0.300
9. C 0.004
10. C 0.807
11. C -0.866
12. N -0.263
13. O -0.731
14. O -0.372
15. H 0.564
16. H 0.346
17. H 0.419
18. H 0.306
19. H 0.430
20. H 0.322
21. H 0.531
22. H 0.287
23. H 0.323
24. H 0.227
25. H 0.222
26. H 0.248
27. H 0.464
28. H 0.353

***

No. 5
# C11H14NO2

A gas-phase ion, C11H14NO2 (charge +1) (ωB97M-V with the def2-TZVPD basis set, the Open Molecules 2025 dataset).

```
28
C11H14NO2 ωB97M-V with the def2-TZVPD basis set
C 1.96 -1.81 -1.83
C 1.79 -0.67 -1.23
C 2.06 0.41 -0.53
O 1.41 1.59 -0.38
C 0.17 1.64 -0.96
C -0.70 0.64 -0.23
C -0.52 -0.82 -0.59
N -1.05 -1.10 -1.73
C -0.80 -1.49 -2.89
O -0.33 -1.71 0.35
C -0.12 -0.95 1.59
C -0.36 0.55 1.33
C -1.51 1.00 2.10
C -1.32 1.81 3.12
H 1.51 -2.76 -1.43
H 2.65 -1.99 -2.67
H 2.86 0.60 0.21
H 0.20 1.48 -2.03
H -0.22 2.67 -0.60
H -1.75 0.72 -0.12
H -1.70 -1.67 -3.50
H 0.23 -1.60 -3.12
H 0.92 -1.19 1.97
H -0.85 -1.26 2.46
H 0.43 1.10 1.79
H -2.53 0.56 1.82
H -2.04 2.10 3.78
H -0.39 2.18 3.32
```

As for the frontier orbital gap: 9.14 eV. The calculation puts the molar mass at 192.24 g/mol. As for the charge: +1. As for the spin multiplicity: 1. The total energy is -17206.6191 eV.

Mulliken atomic charges, in units of e:
1. C -1.363
2. C 1.007
3. C -0.505
4. O -0.367
5. C -0.711
6. C -0.309
7. C 0.124
8. N -0.045
9. C -0.279
10. O -0.344
11. C -0.684
12. C 0.387
13. C -0.289
14. C -1.026
15. H 0.355
16. H 0.374
17. H 0.380
18. H 0.369
19. H 0.402
20. H 0.773
21. H 0.320
22. H 0.353
23. H 0.302
24. H 0.408
25. H 0.414
26. H 0.267
27. H 0.357
28. H 0.329

***

No. 6
# C11H14O2

A single C11H14O2 molecule (ωB97M-V with the def2-TZVPD basis set, the Open Molecules 2025 dataset).

```
27
C11H14O2 ωB97M-V with the def2-TZVPD basis set
C -3.89 1.21 0.69
C -3.48 0.02 0.57
C -2.80 -0.49 -0.78
C -1.36 -0.64 -0.50
C -0.80 -1.85 0.01
C 0.51 -1.89 0.48
C 1.30 -0.69 0.25
O 2.57 -0.73 0.67
C 3.56 -0.81 -0.28
C 0.77 0.55 -0.24
O 1.49 1.63 -0.53
C 2.35 2.02 0.47
C -0.54 0.44 -0.73
H -4.37 1.51 1.68
H -3.94 1.80 -0.23
H -3.38 -0.87 1.25
H -3.02 0.40 -1.43
H -3.23 -1.45 -1.08
H -1.51 -2.71 0.01
H 0.97 -2.82 0.59
H 4.43 -1.41 0.14
H 3.17 -1.22 -1.20
H 4.11 0.20 -0.55
H 3.39 1.82 0.10
H 2.19 3.17 0.48
H 2.28 1.50 1.48
H -0.77 1.31 -1.32
```

As for the frontier orbital gap: 9.14 eV. The calculation puts the molar mass at 178.23 g/mol. As for the charge: 0. As for the spin multiplicity: 1. The total energy is -15725.3698 eV.

Mulliken atomic charges, in units of e:
1. C -0.623
2. C -0.003
3. C -1.307
4. C 0.673
5. C -0.342
6. C -0.777
7. C 0.849
8. O -0.452
9. C -0.662
10. C 0.457
11. O -0.427
12. C -0.783
13. C -0.729
14. H 0.228
15. H 0.234
16. H 0.260
17. H 0.374
18. H 0.385
19. H 0.295
20. H 0.381
21. H 0.245
22. H 0.366
23. H 0.163
24. H 0.214
25. H 0.273
26. H 0.333
27. H 0.375